[1]
# C22H17F3N2O3S

C22H17F3N2O3S in the gas phase (the ωB97M-V functional and the def2-TZVPD basis, the Open Molecules 2025 dataset).

Values from the calculation:
E_LUMO   -0.00593 hartree
ΔE to the lowest compared entry with this formula, charge and spin   0.00 kcal per mole

Each line ends with the Mulliken charge.
CARTESIAN COORDINATES (ANGSTROEM)
1 O -0.773 -1.011 1.453  -0.428
2 C -0.399 -2.054 0.985  0.310
3 O 0.881 -2.398 0.881  -0.438
4 C -1.326 -3.122 0.473  -0.485
5 S -1.172 -3.402 -1.344  -0.184
6 C -0.052 -2.103 -1.850  0.174
7 C 1.159 -2.431 -2.386  0.559
8 C 2.054 -1.388 -2.740  0.343
9 N 1.811 -0.124 -2.585  -0.759
10 C 0.604 0.227 -2.087  -0.740
11 C 0.330 1.596 -1.920  -0.115
12 C -0.864 2.006 -1.380  -0.070
13 C -1.166 3.453 -1.188  -0.184
14 O -1.128 4.276 -2.074  -0.648
15 N -1.589 3.796 0.071  -0.041
16 C -1.473 3.062 1.252  -0.237
17 C -2.469 3.162 2.222  -0.584
18 C -2.370 2.453 3.404  -0.789
19 C -1.272 1.648 3.650  -0.787
20 C -0.269 1.571 2.694  0.357
21 C 0.973 0.791 3.001  0.787
22 F 1.878 1.541 3.667  -0.304
23 F 0.761 -0.286 3.769  -0.291
24 F 1.623 0.343 1.908  -0.267
25 C -0.354 2.272 1.503  0.095
26 C -1.859 1.062 -1.063  0.051
27 C -1.631 -0.271 -1.249  -0.899
28 C -0.388 -0.729 -1.719  0.944
29 C 3.331 -1.969 -3.260  -0.661
30 C 2.964 -3.427 -3.572  -0.677
31 C 1.788 -3.761 -2.639  -0.937
32 H 1.460 -1.690 1.209  0.415
33 H -2.357 -2.852 0.698  0.364
34 H -1.072 -4.078 0.929  0.493
35 H 1.088 2.308 -2.207  0.550
36 H -2.008 4.716 0.144  0.263
37 H -3.325 3.795 2.039  0.465
38 H -3.154 2.530 4.142  0.398
39 H -1.189 1.090 4.569  0.505
40 H 0.445 2.213 0.782  0.664
41 H -2.813 1.401 -0.687  0.477
42 H -2.409 -0.989 -1.035  0.431
43 H 4.090 -1.910 -2.476  0.241
44 H 3.704 -1.423 -4.124  0.329
45 H 2.636 -3.504 -4.609  0.293
46 H 3.805 -4.103 -3.431  0.338
47 H 2.141 -4.175 -1.690  0.266
48 H 1.090 -4.475 -3.076  0.413

Forces on the atoms, in the same order (eV/Å):
O -0.1 -0.2 0.0
C -0.4 0.4 0.4
O 0.6 -0.5 -0.1
C 0.0 -0.1 -0.4
S 0.2 0.1 0.0
C -0.1 -0.4 0.0
C -0.4 0.2 0.1
C -0.3 0.0 0.0
N 0.6 0.1 -0.2
C -0.6 -0.3 0.2
C -0.4 0.3 0.2
C 0.3 -0.2 -0.5
C -0.1 0.0 0.1
O 0.1 0.1 -0.2
N -0.3 0.5 -0.1
C 0.2 -0.3 0.6
C 0.1 0.0 -0.2
C 0.1 0.0 0.1
C 0.1 0.0 -0.1
C -0.1 0.0 0.0
C 0.4 -0.2 0.3
F -0.1 0.2 0.0
F -0.3 -0.1 0.2
F 0.1 0.1 -0.4
C -0.1 0.0 0.2
C 0.0 -0.3 -0.1
C -0.2 0.3 0.0
C 0.3 0.3 -0.2
C 0.2 0.0 -0.1
C 0.1 0.0 0.0
C 0.0 -0.2 0.0
H -0.3 0.1 0.0
H 0.2 0.1 0.1
H 0.0 0.1 0.1
H 0.1 0.1 0.0
H 0.1 -0.1 -0.1
H -0.1 0.0 -0.1
H -0.1 0.0 0.1
H 0.0 -0.1 0.1
H 0.1 0.0 0.0
H -0.1 0.0 0.1
H 0.0 -0.1 0.1
H 0.1 0.0 0.0
H 0.0 0.0 0.0
H 0.0 0.0 0.0
H 0.0 0.0 -0.1
H 0.0 -0.1 0.0
H 0.1 -0.1 0.1

=====

[2]
# C22H17F3N4O4S2

C22H17F3N4O4S2 in the gas phase at a distorted geometry (the ωB97M-V functional and the def2-TZVPD basis, the Open Molecules 2025 dataset).

Values from the calculation:
E_LUMO   -0.02596 hartree

Each line ends with the Mulliken charge.
CARTESIAN COORDINATES (ANGSTROEM)
1 C 4.345 0.722 2.139  -0.698
2 O 3.026 0.274 2.340  -0.446
3 C 2.025 0.875 1.644  0.129
4 C 2.197 1.894 0.718  -0.464
5 C 1.092 2.394 0.052  -0.548
6 C -0.180 1.909 0.290  -0.660
7 N -1.260 2.394 -0.485  -0.027
8 C -2.481 2.704 0.009  0.412
9 O -2.724 2.935 1.169  -0.611
10 C -3.562 2.795 -1.077  -0.672
11 S -4.720 1.397 -0.907  -0.267
12 C -3.605 0.062 -1.002  0.250
13 N -2.443 0.258 -1.516  -0.307
14 C -1.486 -0.688 -1.324  0.064
15 N -0.262 -0.319 -1.678  -0.314
16 C 0.759 -1.113 -1.390  0.343
17 C 2.070 -0.603 -1.696  0.473
18 C 2.368 0.551 -2.376  -0.429
19 C 3.746 0.800 -2.456  -0.774
20 C 4.486 -0.159 -1.832  -0.420
21 S 3.514 -1.389 -1.143  -0.133
22 C 0.583 -2.365 -0.772  -0.976
23 C -0.690 -2.774 -0.439  -0.040
24 C -0.873 -4.110 0.245  1.014
25 F -1.388 -3.986 1.475  -0.243
26 F -1.635 -4.956 -0.450  -0.270
27 F 0.307 -4.741 0.413  -0.316
28 C -1.778 -1.929 -0.700  -0.118
29 C -3.158 -2.217 -0.305  0.369
30 O -3.593 -3.246 0.151  -0.661
31 N -4.007 -1.119 -0.472  -0.037
32 C -0.361 0.879 1.232  0.874
33 O -1.623 0.395 1.381  -0.098
34 C -1.893 -0.450 2.478  -1.196
35 C 0.744 0.380 1.898  -0.230
36 H 4.460 1.773 2.420  0.348
37 H 4.661 0.587 1.099  0.165
38 H 4.966 0.105 2.787  0.269
39 H 3.172 2.299 0.500  0.446
40 H 1.218 3.183 -0.674  0.550
41 H -1.193 2.159 -1.466  0.407
42 H -4.180 3.676 -0.910  0.422
43 H -3.159 2.785 -2.087  0.360
44 H 1.603 1.175 -2.798  0.621
45 H 4.176 1.652 -2.951  0.421
46 H 5.553 -0.219 -1.742  0.512
47 H 1.439 -2.985 -0.557  0.676
48 H -4.952 -1.226 -0.122  0.266
49 H -2.975 -0.561 2.506  0.248
50 H -1.434 -1.437 2.353  0.326
51 H -1.552 -0.001 3.413  0.463
52 H 0.657 -0.419 2.615  0.531

Forces on the atoms, in the same order (eV/Å):
C 0.2 0.1 0.0
O -0.3 -0.1 0.1
C -0.1 0.1 -0.2
C 0.4 -0.2 0.2
C -0.3 -0.1 0.2
C 0.0 0.2 0.2
N 0.5 0.2 -0.1
C -0.1 0.5 -0.4
O -0.1 0.0 0.3
C 0.0 -0.5 0.1
S -0.5 0.2 0.1
C 0.5 0.2 -0.4
N -0.7 0.1 -0.3
C -0.2 -0.9 0.4
N 0.3 0.1 -0.2
C -0.8 -0.3 0.2
C 1.0 0.2 -0.2
C -0.3 -0.5 0.2
C 0.3 -0.1 0.1
C -0.1 -0.2 0.1
S -0.2 0.5 -0.3
C -0.3 0.0 0.0
C 0.1 0.1 0.0
C 0.1 -0.6 0.3
F 0.0 0.2 0.0
F 0.0 0.1 -0.2
F 0.3 0.1 -0.1
C 0.5 0.3 -0.3
C -0.1 0.1 -0.1
O -0.1 -0.1 0.1
N -0.2 0.0 0.2
C 0.1 0.1 -0.1
O 0.3 0.2 -0.2
C 0.0 -0.1 0.2
C -0.1 -0.1 0.1
H 0.0 0.0 0.0
H 0.0 0.0 0.0
H 0.0 0.1 0.0
H 0.1 0.0 0.0
H 0.0 0.1 -0.1
H -0.2 -0.1 0.2
H 0.1 0.0 0.0
H 0.0 0.1 0.0
H -0.2 0.1 -0.1
H 0.1 0.1 -0.1
H 0.2 0.0 0.0
H 0.0 -0.1 0.0
H 0.2 0.0 0.0
H 0.1 0.0 0.0
H 0.0 0.0 0.0
H 0.0 0.0 0.0
H -0.1 -0.1 0.1

=====

[3]
# C22H17F4N3O4

C22H17F4N3O4 in the gas phase at a distorted geometry (the ωB97M-V functional and the def2-TZVPD basis, the Open Molecules 2025 dataset).

Values from the calculation:
E_LUMO   0.02124 hartree

Each line ends with the Mulliken charge.
CARTESIAN COORDINATES (ANGSTROEM)
1 C -3.528 -3.919 2.376  -0.774
2 O -4.382 -3.506 1.330  -0.503
3 C -4.085 -2.475 0.531  0.768
4 C -5.013 -2.268 -0.509  -0.608
5 C -4.786 -1.278 -1.427  -0.785
6 N -3.718 -0.486 -1.399  -0.511
7 C -2.847 -0.657 -0.432  0.200
8 O -1.759 0.137 -0.316  0.031
9 C -1.406 1.160 -1.153  0.366
10 C -1.946 1.425 -2.406  -0.636
11 C -1.460 2.490 -3.148  -0.853
12 C -0.450 3.297 -2.662  -0.927
13 C 0.088 3.020 -1.409  0.243
14 C 1.163 3.923 -0.878  0.854
15 F 1.714 3.494 0.264  -0.280
16 F 0.700 5.165 -0.631  -0.274
17 F 2.174 4.083 -1.754  -0.259
18 C -0.376 1.959 -0.655  -0.107
19 C -2.965 -1.641 0.581  1.032
20 C -1.938 -1.603 1.669  -0.247
21 O -2.193 -1.377 2.830  -0.610
22 N -0.664 -1.812 1.211  -0.081
23 C 0.463 -1.673 1.984  -0.340
24 N 1.584 -1.785 1.408  -0.354
25 O 2.711 -1.662 2.204  -0.168
26 C 3.874 -1.660 1.386  -0.802
27 C 4.079 -0.329 0.706  0.295
28 C 4.775 0.696 1.334  -0.435
29 C 4.940 1.926 0.724  -0.687
30 C 4.402 2.158 -0.531  -0.367
31 C 3.688 1.160 -1.170  -0.493
32 C 3.535 -0.063 -0.544  0.613
33 F 2.849 -1.030 -1.195  -0.392
34 H -3.960 -4.847 2.747  0.294
35 H -3.490 -3.181 3.180  0.317
36 H -2.514 -4.107 2.011  0.315
37 H -5.881 -2.903 -0.556  0.456
38 H -5.472 -1.090 -2.240  0.446
39 H -2.743 0.809 -2.785  0.503
40 H -1.883 2.691 -4.120  0.394
41 H -0.076 4.130 -3.237  0.472
42 H 0.042 1.737 0.314  0.574
43 H -0.493 -1.947 0.224  0.313
44 H 0.296 -1.482 3.042  0.448
45 H 4.694 -1.869 2.075  0.454
46 H 3.794 -2.460 0.641  0.338
47 H 5.193 0.517 2.314  0.410
48 H 5.489 2.706 1.228  0.395
49 H 4.532 3.113 -1.013  0.448
50 H 3.251 1.317 -2.144  0.515

Forces on the atoms, in the same order (eV/Å):
C 0.2 -0.2 0.5
O -0.3 0.3 -0.3
C 0.0 0.2 -0.4
C 0.1 0.0 0.1
C -0.1 -0.3 0.3
N 0.6 0.4 0.2
C -0.8 -0.5 -0.1
O -0.1 -0.2 0.2
C 0.3 0.6 -0.4
C -0.2 -0.3 0.0
C 0.2 0.2 0.1
C 0.0 0.0 0.1
C 0.0 -0.1 0.0
C 0.2 0.2 0.2
F -0.1 -0.2 0.1
F -0.2 0.1 0.0
F 0.1 -0.1 -0.3
C -0.1 -0.1 -0.1
C 0.0 0.2 0.0
C 0.2 0.0 -0.2
O 0.0 0.1 0.2
N -0.2 -0.3 -0.3
C 0.8 0.2 0.9
N 0.2 -0.1 -0.8
O -0.7 0.0 0.7
C 0.0 0.0 -0.4
C -0.2 -0.3 0.0
C -0.1 0.0 -0.2
C 0.1 0.1 0.1
C 0.0 -0.1 0.0
C -0.1 -0.2 -0.1
C 0.1 0.1 0.0
F 0.2 0.1 0.1
H 0.1 0.0 -0.1
H 0.0 -0.1 -0.1
H -0.1 0.0 0.0
H -0.1 -0.1 0.0
H -0.2 -0.1 0.0
H 0.1 0.1 0.0
H -0.1 0.0 -0.1
H 0.0 0.1 -0.1
H 0.0 0.0 0.1
H -0.1 0.0 0.1
H 0.1 0.0 0.0
H -0.1 0.0 -0.1
H 0.0 0.1 0.2
H 0.1 0.0 0.1
H 0.1 0.1 0.0
H 0.0 0.1 0.0
H -0.1 0.0 -0.1

=====

| no. | HOMO-LUMO gap (eV) | highest occupied orbital energy (eV) | E (hartree) |
| --- | --- | --- | --- |
| 1 | 8.506 | -8.67 | -1881.66459 |
| 2 | 7.412 | -8.12 | -2464.58207 |
| 3 | 9.453 | -8.87 | -1713.21460 |